C25H37N5O3S | the ωB97M-V functional and the def2-TZVPD basis

Summary:
- energy above the lowest of the compared OMol25 structures with the same formula, charge and spin (kJ/mol) = 3.3
- structure (SMILES) = CCn1c(CNC(=O)COc2ccc(C(C)C)cc2)nnc1SCC(=O)N[C@@H]1CCCC[C@@H]1C
- Kohn-Sham gap (eV) = 9.24
- molar mass (g/mol) = 487.67
- E (eV) = -50955.8789
- total charge = 0

Each line ends with the natural charge from an NBO analysis.
Element x y z (Å)
C 4.13560 3.70677 1.74301  -0.612
C 3.34058 2.77749 0.83168  -0.241
N 2.64406 1.77288 1.59532  -0.358
C 1.39290 1.81012 2.15238  0.310
C 0.40514 2.91317 1.98565  -0.271
N -0.50689 2.61746 0.89884  -0.596
C -0.26007 2.99518 -0.36477  0.665
O 0.67826 3.69436 -0.69365  -0.646
C -1.28476 2.50876 -1.38491  -0.156
O -2.19551 1.62395 -0.78199  -0.536
C -3.19965 1.08914 -1.55202  0.369
C -4.05948 0.20941 -0.89961  -0.274
C -5.10556 -0.37396 -1.58348  -0.184
C -5.32884 -0.10182 -2.92838  -0.038
C -6.48473 -0.73742 -3.66084  -0.236
C -5.99030 -1.59385 -4.82834  -0.595
C -7.46798 0.32892 -4.14872  -0.595
C -4.46171 0.77310 -3.56617  -0.145
C -3.40537 1.36624 -2.89587  -0.336
N 1.14767 0.69434 2.77837  -0.283
N 2.22546 -0.09845 2.66750  -0.372
C 3.12122 0.54990 1.96074  0.186
S 4.69271 -0.02617 1.50947  0.284
C 4.60644 -1.72906 2.15366  -0.602
C 3.84549 -2.64566 1.19273  0.665
O 4.42532 -3.39036 0.42952  -0.631
N 2.51565 -2.53692 1.30019  -0.662
C 1.60609 -3.23071 0.41261  -0.051
C 1.39414 -2.43224 -0.88199  -0.394
C 0.62400 -1.14129 -0.62358  -0.408
C -0.71739 -1.44862 0.03247  -0.393
C -0.51031 -2.20536 1.34098  -0.404
C 0.26681 -3.50453 1.11016  -0.220
C 0.47128 -4.26404 2.41858  -0.601
H 3.47848 4.21413 2.44628  0.207
H 4.64552 4.45351 1.14213  0.222
H 4.87826 3.14279 2.30323  0.215
H 2.60717 3.33524 0.24250  0.260
H 4.01842 2.25631 0.15001  0.219
H 0.91258 3.85057 1.74763  0.237
H -0.16989 3.01822 2.90722  0.239
H -1.24592 1.94979 1.06131  0.427
H -1.79415 3.39453 -1.79019  0.206
H -0.73599 2.02506 -2.20455  0.207
H -3.89268 -0.00395 0.14465  0.222
H -5.76262 -1.05331 -1.05983  0.212
H -7.01287 -1.39163 -2.95834  0.201
H -5.49105 -0.98073 -5.57429  0.200
H -6.82763 -2.09869 -5.30493  0.208
H -5.28760 -2.34552 -4.47567  0.213
H -6.99607 0.98640 -4.87453  0.200
H -8.32893 -0.14019 -4.61972  0.208
H -7.81606 0.93329 -3.31389  0.212
H -4.60278 1.00743 -4.61055  0.203
H -2.75673 2.04004 -3.43334  0.219
H 4.14093 -1.68070 3.13631  0.252
H 5.64236 -2.05767 2.22382  0.256
H 2.13229 -1.83652 1.92951  0.440
H 2.09319 -4.18006 0.15745  0.226
H 0.83656 -3.05201 -1.58697  0.199
H 2.36895 -2.21465 -1.32268  0.219
H 1.20714 -0.48712 0.02779  0.192
H 0.46834 -0.61234 -1.56668  0.204
H -1.25884 -0.52070 0.22204  0.203
H -1.32121 -2.05213 -0.65051  0.193
H 0.01914 -1.56650 2.05010  0.209
H -1.47977 -2.44667 1.78260  0.206
H -0.31846 -4.13446 0.43024  0.202
H 1.04523 -5.17174 2.24642  0.210
H 1.00595 -3.65081 3.13959  0.208
H -0.48887 -4.53878 2.84921  0.207

---

C25H38BN3O5 | the ωB97M-V functional and the def2-TZVPD basis

Summary:
- structure (SMILES) = CCCCOC1=C(B(N)O)C(=O)C(CCCCN(C)C(C)=O)=C(CCCCn2cccc2)C1=O
- Kohn-Sham gap (eV) = 7.43
- molar mass (g/mol) = 471.41
- E (eV) = -41926.4024
- total charge = 0

Each line ends with the Löwdin charge.
Element x y z (Å)
C -4.58955 0.86892 -2.79106  -0.116
C -5.08783 -0.45720 -2.21583  -0.250
C -4.10233 -1.62145 -2.32801  -0.179
C -2.67895 -1.24581 -2.01680  -0.189
O -1.80939 -2.38281 -2.19780  -0.013
C -0.75272 -2.30124 -1.34182  -0.177
C -0.69722 -3.02776 -0.23409  0.062
B -1.79534 -4.08145 0.20225  -0.567
N -2.91649 -3.75767 0.99994  0.226
O -1.63283 -5.41384 -0.19600  0.120
C 0.48282 -2.88017 0.64132  -0.266
O 0.60681 -3.65666 1.58643  0.120
C 1.52926 -1.84222 0.39004  -0.082
C 2.53502 -1.71527 1.48043  -0.116
C 1.82140 -1.21079 2.76244  -0.153
C 2.36978 0.11474 3.30762  -0.158
C 1.26755 1.12860 3.64550  -0.182
N 0.07741 0.49987 4.24887  -0.125
C -0.31865 1.17654 5.50121  -0.073
C -1.06124 0.58410 3.35919  -0.466
C -1.63254 1.93641 2.94882  0.007
O -1.59214 -0.42634 2.94162  0.095
C 1.46176 -1.12201 -0.73735  -0.070
C 2.42808 -0.03840 -1.08792  -0.116
C 3.18290 -0.26521 -2.39752  -0.178
C 3.87686 1.00670 -2.88708  -0.182
C 2.91739 2.02004 -3.50192  -0.121
N 2.21850 2.85815 -2.52104  -0.134
C 0.89248 2.94718 -2.31491  -0.114
C 0.73349 3.81716 -1.28422  -0.120
C 1.98418 4.26887 -0.88290  -0.106
C 2.90602 3.65994 -1.68313  -0.109
C 0.34914 -1.34581 -1.69025  -0.223
O 0.27084 -0.73439 -2.74940  0.112
H -3.70894 1.24825 -2.28273  0.063
H -4.42839 0.81219 -3.86514  0.079
H -5.36753 1.61475 -2.63798  0.068
H -5.39145 -0.27749 -1.18566  0.104
H -5.98325 -0.74119 -2.76510  0.103
H -4.13527 -2.04164 -3.33204  0.122
H -4.44043 -2.41617 -1.66457  0.110
H -2.61090 -0.84513 -1.00219  0.141
H -2.33839 -0.45884 -2.68497  0.114
H -3.15174 -2.77372 0.97347  0.081
H -3.72251 -4.33970 0.82238  0.091
H -1.10526 -5.86050 0.47443  0.101
H 3.40769 -1.13495 1.21193  0.102
H 2.89180 -2.72331 1.68335  0.120
H 1.90702 -1.96688 3.53146  0.116
H 0.75927 -1.12629 2.56637  0.083
H 2.89824 -0.08132 4.23786  0.106
H 3.05946 0.59864 2.61956  0.104
H 0.99406 1.63649 2.71676  0.112
H 1.65584 1.88614 4.32248  0.114
H 0.26818 0.79406 6.32812  0.088
H -0.23420 2.26177 5.41508  0.081
H -1.35171 0.92894 5.73412  0.093
H -1.83656 2.58129 3.79532  0.075
H -0.95995 2.42624 2.24967  0.075
H -2.54795 1.74840 2.40491  0.081
H 1.82859 0.85932 -1.24717  0.108
H 3.12168 0.20455 -0.29368  0.112
H 3.94907 -1.03412 -2.29073  0.116
H 2.52515 -0.59424 -3.19476  0.100
H 4.54497 0.70227 -3.69349  0.111
H 4.52172 1.43682 -2.12343  0.107
H 2.15539 1.45492 -4.03634  0.125
H 3.42456 2.65309 -4.22379  0.121
H 0.14041 2.40496 -2.84930  0.120
H -0.20875 4.09908 -0.85051  0.089
H 2.25365 4.95884 -0.10575  0.090
H 3.97197 3.74371 -1.71455  0.117

---

C25H38F3MnO15S | the ωB97M-V functional and the def2-TZVPD basis

Summary:
- Kohn-Sham gap (alpha / beta) (eV) = 4.65 / 4.55
- molar mass (g/mol) = 722.56
- E (eV) = -107554.1096
- spin multiplicity = 6
- total charge = +1

Each line ends with the Löwdin spin population.
Element x y z (Å)
Mn -16.16584 -28.34561 7.59259  4.836
C -16.92044 -25.74929 3.70510  0.002
F -16.56463 -25.81040 2.45216  0.001
F -16.18736 -24.89104 4.36676  0.000
F -18.18803 -25.41168 3.78098  0.000
S -16.73013 -27.51152 4.40615  0.012
O -17.98856 -28.17052 4.13382  0.004
O -15.62054 -28.03167 3.62760  0.005
O -16.31427 -27.37643 5.82873  0.071
O -15.53725 -20.59101 5.73432  0.000
C -14.54769 -21.26672 5.68320  0.000
O -13.40990 -21.09108 6.35828  0.000
C -13.29473 -19.97108 7.23181  0.000
C -12.45360 -18.87554 6.60516  0.000
C -14.42087 -22.38082 4.65675  0.000
H -12.82262 -20.32020 8.15852  0.000
H -14.27727 -19.69651 7.62344  0.000
H -12.38333 -17.98581 7.22727  0.000
H -12.97290 -18.55373 5.69843  0.000
H -11.46764 -19.25091 6.34273  0.000
H -13.79974 -23.16278 5.10273  0.000
H -13.81634 -22.08234 3.80003  0.000
H -15.42893 -22.67008 4.39811  0.000
O -9.92063 -26.63732 1.32271  0.000
C -10.96605 -26.84418 1.84240  0.000
O -11.77596 -27.91022 1.55793  0.000
C -12.99528 -27.84159 2.30557  0.000
C -13.07081 -26.43310 2.87010  0.000
C -11.60672 -26.06496 2.98168  0.000
H -13.10170 -28.68930 2.98600  0.000
H -13.82345 -28.01000 1.61374  0.000
H -13.58133 -26.31463 3.82909  0.000
H -13.66058 -25.78709 2.21815  0.000
H -11.16541 -26.54294 3.86191  0.000
H -11.41692 -24.99951 2.88715  0.000
O -14.58182 -27.08110 8.22255  0.048
C -13.56205 -26.53706 7.80465  0.010
O -13.63925 -25.31770 7.30750  0.007
C -12.31521 -24.83856 6.90135  0.000
C -11.31064 -25.81306 7.51355  0.000
C -12.14588 -27.04680 7.79431  0.002
H -12.25455 -23.84571 7.34062  0.000
H -12.33261 -24.80484 5.81416  0.000
H -10.99128 -25.35736 8.44726  0.000
H -10.51831 -25.99791 6.79439  0.000
H -11.91017 -27.51152 8.74946  0.000
H -12.16042 -27.79124 6.99078  0.000
O -20.24976 -29.64706 -1.23128  0.000
C -20.12498 -29.09208 -0.18254  0.000
O -19.55880 -27.86597 -0.08420  0.000
C -19.49406 -27.48779 1.29017  0.000
C -20.55820 -28.26115 2.01178  0.000
C -20.67687 -29.51290 1.18588  0.000
H -19.65727 -26.41074 1.35370  0.000
H -18.46561 -27.67919 1.60948  0.000
H -21.53317 -27.78497 2.11437  0.000
H -20.19118 -28.38182 3.03349  0.000
H -21.69265 -29.88147 1.07841  0.000
H -20.02430 -30.34242 1.47759  0.000
O -20.46147 -21.74432 -1.65442  0.000
C -19.90176 -22.46523 -0.88718  0.000
O -19.04254 -23.39307 -1.38547  0.000
C -18.47319 -24.21295 -0.34554  0.000
C -18.93824 -23.56003 0.97744  0.000
C -20.08025 -22.63269 0.61183  0.000
H -17.39377 -24.34082 -0.33890  0.000
H -18.96559 -25.17285 -0.50230  0.000
H -18.14418 -23.02560 1.49610  0.000
H -19.31690 -24.37487 1.59289  0.000
H -19.99771 -21.56870 0.84941  0.000
H -21.05462 -23.04640 0.85254  0.000
O -17.05980 -31.95889 5.18232  0.001
C -17.01201 -32.09310 3.98644  0.000
O -17.24808 -33.28926 3.41227  0.000
C -16.97768 -33.32693 2.02926  0.000
C -16.03319 -32.12369 1.80551  0.000
C -16.48902 -31.14151 2.88404  0.000
H -17.88765 -33.36502 1.43204  0.000
H -16.36994 -34.18392 1.72938  0.000
H -16.33882 -31.70590 0.84387  0.000
H -14.96863 -32.33608 1.83155  0.000
H -17.25820 -30.56149 2.37843  0.000
H -15.72493 -30.56484 3.39565  0.000